Entry 1:
Computed, not measured: one molecule with the formula C2H3ClO2, with the ωB97M-V functional and the def2-TZVPD basis.

Structure (ORCA input):
```
! wB97M-V def2-TZVPD RIJCOSX def2/J DEFGRID3
* xyz 0 1
O -1.2816 1.0495 -0.3168
C -0.1344 0.7393 0.4059
Cl 0.1167 1.6220 1.8734
C 0.6403 -0.5217 0.1931
O 1.0637 0.6579 -0.4788
H -1.2076 2.0208 -0.4699
H 1.0731 -0.8358 1.1262
H 0.1705 -1.2154 -0.5820
*
```

Output
energy above the lowest of the compared OMol25 structures with the same formula, charge and spin: 40.9 kcal per mole
electronic energy: -18738.27804 eV
maximum force: 3.45 eV Å⁻¹
SMILES: O[C@@]1(Cl)CO1

Atom charges from the natural (NBO) analysis, given in e for atoms 1 to 5: -0.67 0.40 -0.01 -0.12 -0.49

Entry 2:
Computed, not measured: C3H6IO3 as an isolated structure, with the ωB97M-V functional and the def2-TZVPD basis.

Structure (ORCA input):
```
! wB97M-V def2-TZVPD RIJCOSX def2/J DEFGRID3
* xyz -1 1
I -1.3562 0.7660 3.2106
C 0.8118 1.2581 -2.0513
O 1.0611 0.6394 -0.7792
C 0.0142 0.1233 -0.1581
O -1.2071 0.1889 -0.4420
O 0.5453 -0.5388 0.8454
C -0.3317 -1.4656 1.4647
H 0.2261 0.6715 -2.7592
H 1.7299 1.6896 -2.4500
H 0.1904 2.1019 -1.7512
H -0.6685 -1.2793 2.4845
H 0.1506 -2.4367 1.5758
H -1.1658 -1.7183 0.8100
*
```

Output
energy above the lowest of the compared OMol25 structures with the same formula, charge and spin: 31.9 kcal per mole
electronic energy: -17452.68534 eV
maximum force: 3.94 eV Å⁻¹

Atom charges from the natural (NBO) analysis, given in e for atoms 1 to 5: -0.94 -0.27 -0.50 0.99 -0.66

Entry 3:
Computed, not measured: one molecule with the formula C3H5NS2, with the ωB97M-V functional and the def2-TZVPD basis.

Structure (ORCA input):
```
! wB97M-V def2-TZVPD RIJCOSX def2/J DEFGRID3
* xyz 0 1
C -0.5196 1.2673 -0.9193
C -0.3346 -0.2445 -0.6606
S -1.0858 -0.9061 1.0644
C 0.4716 -1.1799 1.7419
N 1.6340 -1.1571 1.1509
S 1.5718 -0.5130 -0.5044
H -0.3166 2.0271 -0.1006
H 0.4117 1.5921 -1.7088
H -1.5375 1.5948 -1.2866
H -0.5935 -1.0801 -1.4841
H 0.2984 -1.4005 2.7072
*
```

Output
energy above the lowest of the compared OMol25 structures with the same formula, charge and spin: 53.2 kcal per mole
electronic energy: -26350.42630 eV
maximum force: 4.66 eV Å⁻¹
SMILES: C[C@@H]1SC=NS1

Atom charges from the natural (NBO) analysis, given in e for atoms 1 to 5: -0.67 -0.44 0.23 -0.10 -0.52

Entry 4:
Computed, not measured: a 3-piece molecular cluster, C2H4Br2N2O6 overall, with the ωB97M-V functional and the def2-TZVPD basis.

Structure (ORCA input):
```
! wB97M-V def2-TZVPD RIJCOSX def2/J DEFGRID3
* xyz -2 1
N -27.5054 -28.1434 5.8129
O -27.8840 -27.7424 6.9106
O -26.3446 -27.9897 5.4792
O -28.0250 -29.0649 5.2071
N -25.0587 -25.3294 5.9639
O -24.9783 -24.1370 5.6343
O -24.5252 -25.5680 7.0401
O -25.4259 -26.2287 5.1975
Br -24.8756 -26.3032 2.4632
C -24.6878 -24.5587 3.2575
C -24.6097 -23.5921 2.0926
Br -24.2001 -21.8809 2.6899
H -23.7596 -24.4773 3.8230
H -25.5342 -24.2642 3.8780
H -25.5507 -23.4279 1.5675
H -23.8920 -23.8942 1.3299
*
```

Output
electronic energy: -157479.73102 eV
maximum force: 5.56 eV Å⁻¹

Atom charges from the natural (NBO) analysis, given in e for atoms 1 to 5: 0.70 -0.59 -0.48 -0.62 0.71

Entry 5:
Computed, not measured: a 7-piece molecular cluster, C36H42F8N10O16S8 overall, with the ωB97M-V functional and the def2-TZVPD basis.

Structure (ORCA input):
```
! wB97M-V def2-TZVPD RIJCOSX def2/J DEFGRID3
* xyz 2 1
C 14.4091 -9.7243 -17.2715
N 14.2832 -8.3122 -17.4445
C 14.2162 -7.5368 -16.3410
C 14.1510 -6.1470 -16.4669
C 14.0650 -5.5815 -17.6883
C 14.1707 -6.3887 -18.8431
C 14.2208 -7.7584 -18.6901
C 13.8705 -4.1066 -17.8781
C 14.7795 -3.3266 -18.6366
C 14.6155 -1.9593 -18.7744
N 13.7098 -1.2622 -18.0419
C 12.7853 -1.9267 -17.3339
C 12.7929 -3.3572 -17.2789
C 13.7064 0.2019 -18.0199
H 14.9631 -9.9351 -16.3567
H 14.9348 -10.1274 -18.1371
H 13.4297 -10.1803 -17.1266
H 14.3484 -8.0382 -15.3935
H 14.2218 -5.5953 -15.5411
H 14.0428 -5.9153 -19.8054
H 14.4032 -8.4457 -19.5030
H 15.6143 -3.8047 -19.1274
H 15.3523 -1.3745 -19.3050
H 12.0217 -1.2922 -16.9087
H 12.1078 -3.9319 -16.6732
H 14.2350 0.3695 -17.0815
H 12.6870 0.5798 -18.0986
H 14.2435 0.5856 -18.8873
C 8.5738 -0.2139 -11.3143
N 9.0678 -1.4442 -10.6686
C 8.5340 -2.6065 -11.0436
C 8.9783 -3.7620 -10.4080
C 10.0979 -3.7898 -9.5124
C 10.5907 -2.5390 -9.1690
C 10.0042 -1.3779 -9.6982
C 10.6868 -4.9765 -8.8392
C 9.8259 -5.9094 -8.3838
C 10.3516 -7.0000 -7.6610
N 11.6924 -7.1627 -7.4448
C 12.5581 -6.2601 -7.8944
C 12.0552 -5.1207 -8.5565
C 12.2262 -8.3441 -6.6488
H 9.3307 0.5704 -11.3317
H 7.7392 0.1811 -10.7351
H 8.2282 -0.3353 -12.3409
H 7.8050 -2.7666 -11.8242
H 8.4820 -4.6582 -10.7500
H 11.4563 -2.4898 -8.5250
H 10.3573 -0.3839 -9.4668
H 8.7549 -5.8625 -8.5146
H 9.7738 -7.8532 -7.3375
H 13.6187 -6.3727 -7.7246
H 12.7178 -4.3094 -8.8193
H 12.8366 -9.0479 -7.2146
H 11.4627 -8.9210 -6.1270
H 12.8293 -7.9330 -5.8393
C 15.0426 8.6395 -4.2735
N 15.3538 7.7561 -3.1805
C 15.4601 8.3322 -1.9384
C 15.6935 7.5692 -0.8215
C 16.0093 6.2107 -1.0237
C 15.9644 5.6825 -2.2908
C 15.5766 6.4966 -3.3762
C 16.3890 5.2993 0.0893
C 17.2810 4.2262 -0.0646
C 17.6546 3.4340 0.9654
N 17.1006 3.5742 2.1925
C 16.1539 4.5595 2.4038
C 15.8570 5.5152 1.4270
C 17.5433 2.7370 3.2508
H 14.7996 8.1251 -5.2033
H 15.8848 9.2974 -4.4878
H 14.1929 9.2800 -4.0370
H 15.2095 9.3674 -1.7592
H 15.6873 8.0812 0.1294
H 16.3187 4.6785 -2.4720
H 15.6129 6.1456 -4.3969
H 17.8391 4.1545 -0.9864
H 18.3060 2.5727 0.9659
H 15.6586 4.5176 3.3626
H 15.0639 6.2338 1.5721
H 18.2337 3.3154 3.8648
H 18.0267 1.8377 2.8691
H 16.7145 2.4194 3.8834
N 5.8027 9.7361 -15.9643
S 5.7571 8.0779 -16.5933
O 6.2080 8.0007 -17.9901
O 4.7194 7.1507 -16.1903
F 7.0665 7.4562 -15.7838
S 4.3529 9.9013 -16.3327
O 3.4091 9.4262 -15.3188
O 3.9522 9.8358 -17.6969
F 4.3957 11.5234 -16.0989
N 13.7658 2.3741 -12.7123
S 14.9438 1.2753 -12.3329
O 15.2781 1.0544 -10.9321
O 16.0076 1.1850 -13.2826
F 14.0758 -0.0698 -12.5262
S 14.3992 3.5304 -12.1266
O 15.7778 3.9102 -12.4234
O 13.9395 3.8240 -10.7858
F 13.5393 4.6100 -13.0597
N 12.1805 11.3258 -14.4520
S 13.0032 11.3833 -15.7354
O 14.2194 10.6513 -15.9502
O 12.8273 12.5624 -16.5500
F 11.9216 10.4826 -16.5519
S 13.5083 11.5407 -13.4565
O 14.2692 12.7381 -13.6212
O 14.0657 10.3128 -12.9134
F 12.5967 11.9196 -12.1821
N 18.7902 -6.8864 -9.9393
S 19.6055 -5.9210 -10.8242
O 19.1896 -5.7480 -12.2029
O 21.0397 -5.7106 -10.5113
F 18.7678 -4.6588 -10.1857
S 19.3826 -8.2820 -10.6130
O 20.7396 -8.6103 -10.2669
O 18.9012 -8.5791 -11.9975
F 18.4153 -9.3471 -9.8060
*
```

Output
energy above the lowest of the compared OMol25 structures with the same formula, charge and spin: 414.6 kcal per mole
electronic energy: -194059.15422 eV
maximum force: 13.04 eV Å⁻¹

Atom charges from the Mulliken analysis, given in e for atoms 1 to 5: -0.86 0.09 -0.07 -0.68 0.74

Entry 6:
Computed, not measured: CH2Cl3OP as an isolated structure, with the ωB97M-V functional and the def2-TZVPD basis.

Structure (ORCA input):
```
! wB97M-V def2-TZVPD RIJCOSX def2/J DEFGRID3
* xyz 0 3
C 0.6690 0.2450 0.7040
O -1.9732 0.1729 0.1354
P -0.7036 -0.1018 -0.4990
Cl 0.3931 1.8764 1.1519
Cl -0.2286 0.6565 -2.2831
Cl -0.2174 -2.4064 -1.2136
H 1.6467 0.1660 0.4111
H 0.4140 -0.6087 1.5933
*
```

Output
energy above the lowest of the compared OMol25 structures with the same formula, charge and spin: 32.8 kcal per mole
expectation value of S²: 2.0048
electronic energy: -49969.69210 eV
maximum force: 4.63 eV Å⁻¹

Atom charges from the natural (NBO) analysis, given in e for atoms 1 to 5: -0.77 -1.04 1.49 0.01 -0.26

Entry 7:
Computed, not measured: an isolated ion of composition C3H9N2 and charge +1, with the ωB97M-V functional and the def2-TZVPD basis.

Structure (ORCA input):
```
! wB97M-V def2-TZVPD RIJCOSX def2/J DEFGRID3
* xyz 1 1
C 1.6277 -0.1345 0.0085
N 0.2983 0.0589 0.4272
C -0.6737 -0.8977 0.0579
N -1.8007 -0.0167 0.0191
C -0.6339 1.1681 -0.0841
H 1.8547 -0.1926 -1.1483
H 2.1308 0.7336 0.5221
H 1.8759 -1.1996 0.2749
H 0.2895 0.1038 1.5274
H -0.8687 -1.7175 0.7226
H -0.6476 -1.3314 -0.9999
H -2.2482 0.0515 -0.8092
H -0.3475 1.4186 -1.0583
H -0.8566 1.9556 0.5400
*
```

Output
energy above the lowest of the compared OMol25 structures with the same formula, charge and spin: 83.4 kcal per mole
electronic energy: -6227.43353 eV
maximum force: 6.52 eV Å⁻¹
SMILES: C[NH+]1CNC1

Atom charges from the natural (NBO) analysis, given in e for atoms 1 to 5: -0.45 -0.37 -0.08 -0.54 -0.04